# 1
The following is a DFT calculation (ωB97M-V/def2-TZVPD) of a molecular structure, C31H46BrClI2N14O3P.

Computed properties:
- LUMO: 0.0546 Eh
- Total charge: -1
- Energy: -167945.6095 eV
- 2S+1: 1
- Orbital gap: 4.67 eV

The geometry in XYZ format:
```
99
Properties=species:S:1:pos:R:3:forces:R:3
C -0.8068 -3.5117 0.6143 -0.27 -0.35 -1.42
C -0.7585 -2.0265 -0.0338 -1.48 -0.38 0.43
I 0.6945 -1.8779 -1.7139 -0.68 -0.82 0.70
C -0.6759 -0.8071 1.0166 -1.04 -0.32 -0.28
I -0.2966 1.0571 -0.1286 -0.48 -0.09 0.69
N 0.2832 -0.8771 2.1233 -0.05 -1.63 1.97
C -0.2643 -0.9565 3.4945 0.85 2.31 1.92
Br -1.4714 -2.4859 3.8875 0.49 0.23 -0.18
C -1.0563 0.4361 3.9104 -3.81 2.75 -0.09
O -0.3021 1.5096 4.0374 -2.02 -4.32 -0.70
O -2.4666 0.4538 4.0964 9.27 -6.17 -6.83
P 1.8150 -1.6395 1.8392 0.42 -1.35 -1.11
O 2.3784 -2.5713 3.1962 0.18 2.17 -0.73
Cl 3.2859 -0.0617 1.6947 -0.36 -0.15 0.73
H 0.1612 -3.8435 1.1394 -1.57 0.72 -0.58
H -1.7664 -3.6483 1.2586 1.94 0.50 -0.92
H -0.9472 -4.2461 -0.2860 0.40 1.50 1.66
H -1.7883 -1.9053 -0.5810 2.06 0.02 0.98
H -1.7529 -0.6574 1.4513 2.15 -0.23 -0.52
H 0.6197 -1.0201 4.2596 -1.58 -0.16 -1.66
H 3.3554 -2.3950 3.3313 -1.61 -0.08 -0.30
C -2.1832 3.8379 6.7981 0.42 0.16 0.02
C -2.4586 2.6882 5.9250 0.48 0.12 -0.12
N -2.6770 1.7782 5.2307 -3.41 6.41 6.75
H -2.4766 4.7809 6.3275 -0.03 -0.17 -0.07
H -2.7274 3.7648 7.7439 -0.01 -0.14 -0.18
H -1.1189 3.9149 7.0417 -0.06 -0.07 -0.07
C 0.8346 0.1087 -5.7144 0.15 0.34 -0.37
C 1.4090 -1.1423 -5.2072 0.09 -0.11 0.03
N 1.8607 -2.1274 -4.8077 -0.29 0.59 -0.42
H -0.2586 0.1160 -5.6235 0.69 -0.09 0.04
H 1.2116 0.9769 -5.1666 0.07 -0.27 0.10
H 1.0744 0.2632 -6.7706 0.21 -0.24 0.12
C 5.0162 2.6017 4.1531 -0.22 -0.17 0.07
C 6.1037 3.4922 3.7308 0.22 0.18 -0.08
N 6.9588 4.1922 3.3987 -0.62 -0.54 0.24
H 4.6396 2.0019 3.3204 0.14 0.16 -0.02
H 5.3438 1.9066 4.9310 0.16 0.19 -0.12
H 4.1692 3.1632 4.5567 0.21 0.09 -0.12
C 3.0912 -4.8044 -6.6178 0.00 0.16 0.17
C 2.7797 -5.7703 -7.6785 -0.02 -0.23 -0.24
N 2.5348 -6.5297 -8.5124 0.15 0.51 0.57
H 3.4724 -5.2998 -5.7207 -0.09 -0.09 -0.21
H 3.8501 -4.0852 -6.9376 -0.12 -0.18 -0.13
H 2.2081 -4.2323 -6.3209 0.07 -0.14 -0.12
C -0.6135 4.6364 3.2429 0.04 -0.12 0.13
C -0.4174 5.5107 2.0790 0.01 0.16 -0.16
N -0.2636 6.1962 1.1628 -0.13 -0.37 0.61
H -1.6503 4.2985 3.3243 0.14 0.00 -0.20
H 0.0138 3.7418 3.1866 -0.17 0.01 -0.13
H -0.3653 5.1482 4.1770 0.03 0.14 -0.24
C -2.4421 -2.8058 -4.9135 0.09 0.20 -0.15
C -2.0786 -1.3886 -4.8044 0.12 0.18 0.14
N -1.7925 -0.2736 -4.7182 -0.98 -0.91 0.17
H -3.5149 -2.9364 -5.0831 0.52 0.41 0.02
H -1.9216 -3.2923 -5.7435 0.05 0.25 0.04
H -2.1885 -3.3580 -4.0046 0.04 0.32 -0.01
C -1.7072 9.1355 0.1350 0.00 -0.20 0.16
C -1.5115 10.0069 -1.0297 0.01 0.18 -0.21
N -1.3576 10.6923 -1.9458 -0.14 -0.39 0.64
H -2.7440 8.7978 0.2159 0.10 0.15 -0.21
H -1.0788 8.2419 0.0806 -0.01 0.14 -0.12
H -1.4599 9.6487 1.0683 0.04 0.10 -0.25
C -2.1874 -7.1291 2.2501 0.02 -0.06 0.30
C -2.2293 -6.5649 0.8963 -0.02 0.06 -0.30
N -2.2616 -6.1191 -0.1672 -0.17 -0.63 0.63
H -3.1540 -7.5491 2.5415 0.05 0.12 -0.25
H -1.4481 -7.9309 2.3294 -0.04 0.15 -0.23
H -1.9252 -6.3715 2.9940 0.01 0.08 -0.28
C -4.9223 -5.9944 -2.4043 -0.06 -0.16 0.30
C -4.7296 -5.1468 -3.5857 -0.02 0.13 -0.19
N -4.5774 -4.4786 -4.5139 -0.72 -1.11 0.75
H -5.9591 -6.3296 -2.3120 0.09 0.16 -0.25
H -4.2949 -6.8893 -2.4440 0.01 0.18 -0.15
H -4.6705 -5.4637 -1.4821 0.09 0.08 -0.26
C 8.3743 7.0269 3.7834 -0.06 -0.13 -0.08
C 9.3800 7.8322 4.4872 0.20 0.25 0.13
N 10.1707 8.4653 5.0405 -0.53 -0.44 -0.37
H 8.6108 5.9608 3.8238 0.04 0.23 0.08
H 7.3794 7.1542 4.2185 0.23 0.06 0.07
H 8.3036 7.3030 2.7278 0.16 0.08 0.18
C 1.1941 -9.1172 -0.0522 -0.10 -0.27 -0.01
C 1.5656 -7.7013 0.0592 0.08 0.34 0.02
N 1.8575 -6.5883 0.1461 -0.22 -0.79 -0.05
H 0.1208 -9.2399 -0.2229 0.11 0.22 -0.01
H 1.7122 -9.6054 -0.8822 0.01 0.24 0.07
H 1.4435 -9.6718 0.8566 0.06 0.25 -0.04
C -3.3323 13.6891 -1.8930 0.26 -0.05 -0.05
C -4.6900 13.9128 -1.3818 -0.31 0.08 0.10
N -5.7574 14.0887 -0.9800 0.74 -0.11 -0.27
H -2.8529 12.8361 -1.4051 -0.22 0.06 -0.04
H -3.3342 13.4880 -2.9676 -0.19 0.00 0.17
H -2.6910 14.5592 -1.7275 -0.26 -0.01 0.07
C -1.2470 -7.0736 -3.6011 0.13 0.30 -0.11
C -1.9556 -8.3203 -3.2867 -0.12 -0.20 0.06
N -2.5136 -9.3000 -3.0395 0.36 0.67 -0.12
H -1.6294 -6.2334 -3.0143 -0.06 -0.26 0.10
H -0.1768 -7.1539 -3.3915 -0.18 -0.16 0.07
H -1.3508 -6.8056 -4.6563 -0.11 -0.24 0.10
```
Forces are in eV/Å.

=====

# 2
The following is a DFT calculation (ωB97M-V/def2-TZVPD) of 2 unconnected molecules or ions with the total composition C31H46N3O4.

Computed properties:
- LUMO: -0.1789 Eh
- Total charge: +1
- Energy: -45545.2095 eV
- 2S+1: 1
- Orbital gap: 5.12 eV

The geometry in XYZ format:
```
84
Properties=species:S:1:pos:R:3:forces:R:3
C -1.3164 -3.0831 -4.9893 -0.06 -0.45 -0.36
C -1.0298 -2.4515 -3.6352 -0.02 0.38 0.03
N -0.4025 -1.1370 -3.6106 -0.43 0.23 -0.12
C 1.0387 -0.9728 -3.7497 -0.45 0.08 -0.15
C 1.6361 -1.1184 -5.1423 0.34 -0.09 -0.19
C -1.1554 0.0090 -4.1753 0.66 0.40 0.63
C -2.4105 -0.2311 -4.9910 -0.12 0.18 -0.36
H -1.8174 -4.0486 -4.8459 0.14 0.08 0.01
H -1.9889 -2.4740 -5.5962 0.28 -0.27 0.14
H -0.3980 -3.2644 -5.5563 -0.15 0.04 0.04
H -1.9864 -2.3618 -3.0921 0.31 -0.15 -0.01
H -0.3872 -3.1327 -3.0609 -0.26 0.02 -0.09
H 1.2455 0.0507 -3.3998 0.18 -0.30 0.12
H 1.5375 -1.6723 -3.0729 0.13 0.23 -0.22
H 2.7196 -0.9704 -5.0791 -0.08 0.01 -0.05
H 1.4727 -2.1148 -5.5631 -0.05 0.17 0.03
H 1.2539 -0.3636 -5.8370 -0.05 -0.19 0.07
H -1.4156 0.6884 -3.3394 0.03 -0.18 -0.22
H -0.4333 0.5683 -4.7925 -0.42 -0.02 0.09
H -2.9077 0.7279 -5.1475 0.07 0.04 0.07
H -2.1834 -0.6189 -5.9867 -0.09 0.02 0.15
H -3.1414 -0.8771 -4.5045 0.09 -0.07 0.02
C 0.3046 5.7669 4.2663 -0.39 -0.03 -0.54
O -0.8376 5.9188 3.3965 0.71 0.05 -0.28
C -0.9507 5.0996 2.3168 -0.81 -0.15 -0.25
C -0.0971 4.0383 2.0107 0.24 -0.25 0.55
C -0.5417 3.0061 1.1882 0.04 0.58 -0.34
C 0.2616 1.7378 1.0909 0.44 0.17 -0.04
C -0.3138 0.6174 1.9709 -0.92 0.37 0.20
C -0.1907 0.9265 3.4611 -0.69 0.69 0.57
O -0.7648 1.8196 4.0785 0.86 -1.25 -0.98
N 0.6710 0.0118 3.9879 -0.30 0.37 -0.40
C 1.0267 0.0894 5.3844 0.30 -0.36 0.38
C 1.1754 -1.0024 3.0529 0.37 0.00 0.93
C 2.6939 -0.8405 2.8973 0.06 0.21 -0.22
C 0.8097 -2.3975 3.5754 -0.34 0.00 -0.04
N 0.4298 -0.6341 1.8276 0.14 -0.87 -2.53
C 0.4923 -1.2157 0.6041 -0.48 1.28 1.66
C 1.2719 -2.3245 0.3028 0.71 -1.24 -0.71
C 1.3957 -2.9746 -0.9315 -0.27 0.33 1.34
C 2.2026 -4.1679 -1.1007 0.95 -1.06 0.16
C 2.2967 -4.9338 -2.3094 -0.13 0.46 0.51
C 3.0905 -6.0855 -2.3777 -0.02 0.15 0.25
C 3.8239 -6.5244 -1.2633 -0.40 0.42 -0.07
C 3.7436 -5.7958 -0.0732 -0.10 0.21 0.08
C 2.9642 -4.6486 0.0028 -0.13 -0.07 -0.38
C -1.7546 3.1088 0.5081 -0.37 -0.39 -0.14
C -2.5810 4.2196 0.7070 0.41 0.50 0.37
O -3.8489 4.3628 0.2320 0.29 -0.27 -0.56
C -4.2800 3.5282 -0.8603 0.35 0.28 0.49
C -2.1348 5.2646 1.5536 -0.46 -0.70 0.91
O -2.9543 6.3250 1.8133 -0.18 0.01 0.13
C -3.9774 6.1474 2.8346 0.73 -0.08 -0.62
H 0.2264 6.5874 4.9795 0.05 -0.14 -0.10
H 0.2685 4.8036 4.7915 -0.02 0.14 -0.15
H 1.2371 5.8532 3.6948 -0.14 0.03 0.17
H 0.8687 3.9442 2.5209 -0.51 -0.06 -0.08
H 0.3065 1.3862 0.0505 0.00 0.04 0.19
H 1.2932 1.9207 1.4325 -0.20 -0.02 -0.22
H -1.3803 0.4540 1.7343 0.39 0.06 0.06
H 0.5546 0.9815 5.8040 0.06 -0.19 -0.17
H 0.6737 -0.7915 5.9322 0.02 0.16 -0.04
H 2.1116 0.1657 5.5101 -0.13 0.03 -0.01
H 2.9322 0.2013 2.6431 -0.03 -0.27 0.07
H 3.1949 -1.0992 3.8402 -0.19 0.08 -0.29
H 3.0930 -1.4821 2.1074 0.01 0.07 0.19
H -0.2586 -2.4217 3.8262 0.24 -0.04 -0.05
H 1.0030 -3.1809 2.8399 0.02 0.07 0.18
H 1.3902 -2.6207 4.4796 -0.15 0.09 -0.26
H -0.1332 -0.7479 -0.1614 0.15 -0.08 0.20
H 1.8172 -2.6936 1.1659 -0.06 -0.12 -0.56
H 0.8529 -2.6106 -1.8008 -0.04 0.01 0.47
H 1.7314 -4.6133 -3.1893 0.18 -0.11 0.26
H 3.1462 -6.6652 -3.2998 -0.10 0.29 0.20
H 4.4424 -7.4232 -1.3116 -0.24 0.31 -0.07
H 4.2842 -6.1104 0.8195 -0.07 0.00 -0.32
H 2.9414 -4.1059 0.9441 0.11 -0.25 -0.19
H -2.0865 2.2846 -0.1370 0.10 0.34 0.29
H -5.2184 3.9691 -1.1931 0.09 -0.13 0.00
H -3.5481 3.5414 -1.6777 -0.12 0.03 0.14
H -4.4447 2.4967 -0.5253 0.01 0.14 -0.04
H -4.4828 7.1091 2.8680 -0.07 -0.10 0.12
H -4.6677 5.3539 2.5378 0.03 0.08 0.05
H -3.5060 5.9184 3.7939 -0.09 0.03 -0.07
```
Forces are in eV/Å.

=====

# 3
The following is a DFT calculation (ωB97M-V/def2-TZVPD) of a molecular structure, C31H46N4P2ReSi.

Computed properties:
- LUMO (spin up / spin down): -0.3074 / -0.2932 Eh
- Expectation value of S²: 3.788
- Total charge: +2
- Energy: -67411.1674 eV
- 2S+1: 4
- Orbital gap (spin up / spin down): 3.98 / 4.37 eV

The geometry in XYZ format:
```
85
Properties=species:S:1:pos:R:3:forces:R:3
Re -0.4440 0.2486 1.1524 -2.38 -0.67 0.02
C -2.7959 -3.9762 -0.1201 0.71 1.56 0.37
C -1.6338 -3.7965 0.5599 -0.98 2.20 1.71
C -0.4686 -2.8279 0.3426 -0.71 0.16 0.88
C -0.6744 -2.0767 -0.9221 0.68 1.19 -1.40
C -1.3112 -0.6819 -0.7902 -1.70 -1.11 -0.98
C -2.7338 -0.5880 -0.9642 3.16 -0.73 0.94
C -3.5521 -1.6924 -1.4566 -1.77 -2.85 -0.20
C -3.2810 -3.4275 -1.4345 -0.03 1.27 -1.95
C 0.6915 1.5212 2.2243 0.95 1.36 -1.68
H -3.6150 -4.3056 0.4929 -0.06 -0.83 0.13
H -1.7667 -3.9076 1.6339 0.19 -1.20 -0.06
H 0.5031 -3.2750 0.4313 0.50 -0.75 -0.39
H -0.1278 -1.9880 1.2431 -1.59 -1.50 -1.00
H 0.3166 -2.0658 -1.3724 -0.30 0.77 -0.51
H -1.2991 -2.5858 -1.6445 0.43 -0.47 0.20
H -0.6801 0.0690 -1.2723 -0.75 0.29 0.02
H -3.2568 0.3054 -0.6199 0.12 0.19 -0.85
H -3.5627 -1.5555 -2.5875 -0.36 0.31 1.13
H -4.5986 -1.6163 -1.0220 1.14 0.16 -0.93
H -4.3023 -3.8061 -1.7482 1.13 0.41 0.82
H -2.6427 -3.7224 -2.3371 -0.65 0.58 1.33
H 0.0895 2.0814 2.9210 0.08 0.27 0.47
H 0.9846 2.2391 1.3652 0.59 -0.17 2.57
H 1.6109 1.1017 2.5689 0.63 -0.25 0.78
P 0.1879 2.0724 -0.4334 1.60 4.23 -1.65
P 2.4707 -1.1775 -0.1584 4.04 -3.33 -3.30
N -0.7710 2.6222 -1.6730 -0.87 -0.56 -0.58
N 1.0715 3.8098 -0.3832 -0.99 -1.19 0.76
N 2.6988 -1.8278 -1.9678 -1.66 -0.35 1.34
N 4.3171 -1.7837 -0.0382 -0.76 1.35 0.92
C 1.5368 1.2652 -1.2595 -0.97 -0.89 -0.28
C 2.5978 0.6130 -0.4264 2.23 0.27 -0.18
C -1.6883 3.6305 -1.3486 -0.83 0.40 -1.78
C -2.0209 4.2926 -2.5207 0.13 -0.55 0.47
C -1.2351 3.7183 -3.5988 0.05 -0.57 0.90
C -0.4516 2.7245 -3.0530 -0.77 0.35 -0.17
C 1.0885 4.6719 0.6821 0.77 0.91 1.43
C 2.1720 5.5431 0.6057 -0.53 -0.98 -0.26
C 2.8674 5.2068 -0.6164 -1.17 -0.50 0.35
C 2.1002 4.2198 -1.2321 1.58 -0.28 0.05
C 2.0060 -2.9843 -2.4387 -0.39 1.23 -0.28
C 1.6987 -2.8153 -3.7704 0.71 0.84 0.87
C 2.2312 -1.5449 -4.1739 1.20 0.55 0.78
C 2.9197 -1.0166 -3.0646 -1.56 0.34 -1.23
C 4.9651 -2.8801 -0.6219 0.33 -0.71 -0.32
C 6.2554 -3.0319 -0.1088 -1.41 1.16 0.66
C 6.4149 -1.9778 0.8717 -1.61 0.08 -0.66
C 5.2184 -1.2402 0.8626 1.30 -0.97 0.49
H 1.9211 1.9746 -1.9743 0.24 0.05 -0.08
H 0.9761 0.5329 -1.8154 0.17 -0.67 -0.87
H 3.5635 0.7556 -0.9435 -0.24 0.12 0.34
H 2.6969 1.1047 0.5393 0.25 -0.05 0.17
H -2.0569 3.7547 -0.3386 0.08 0.01 -0.12
H -2.8083 5.0495 -2.6398 0.67 -0.35 0.20
H -1.3102 3.9606 -4.6627 0.15 -0.04 0.58
H 0.2080 2.0063 -3.5353 -0.17 0.29 0.21
H 0.3294 4.6145 1.4553 0.19 -0.04 -0.09
H 2.4422 6.3063 1.3433 -0.22 -0.41 -0.47
H 3.8331 5.6133 -0.9375 -0.82 -0.02 -0.23
H 2.2200 3.8280 -2.2356 0.03 -0.04 0.28
H 1.6775 -3.7884 -1.7943 0.35 0.13 0.17
H 1.1822 -3.5111 -4.3903 -0.16 -0.36 -0.25
H 2.2055 -1.0704 -5.1686 0.15 -0.56 0.66
H 3.5095 -0.0935 -3.0258 -0.32 -0.55 0.14
H 4.4975 -3.4613 -1.4078 0.03 0.19 0.26
H 6.9950 -3.8050 -0.3424 -0.57 0.45 -0.11
H 7.2738 -1.8389 1.5184 -0.22 0.23 -0.21
H 4.9371 -0.4007 1.4630 0.00 0.31 0.24
C -2.3640 -1.9148 4.2441 -0.10 1.42 -1.43
Si -3.2604 -0.3148 3.8300 0.95 0.99 1.59
C -5.0326 -0.4500 3.3530 0.24 0.42 -0.99
C -3.3057 1.0170 5.3033 0.40 -0.17 -1.03
C -2.2183 0.4878 2.1026 -1.00 1.43 0.80
H -3.0388 -2.6126 4.6613 -0.57 -0.81 0.75
H -1.5208 -1.6849 4.8706 0.37 -0.20 0.35
H -2.0362 -2.2964 3.2765 0.23 -0.27 0.08
H -5.6063 -1.0864 3.9906 -0.16 -0.68 0.58
H -5.4967 0.5233 3.4369 -0.06 0.39 -0.05
H -5.1743 -0.7771 2.3324 -0.18 -0.28 -0.34
H -2.3298 1.5662 5.4227 -1.03 -0.45 -0.03
H -4.1413 1.7415 5.0682 1.01 -0.69 0.36
H -3.5330 0.4961 6.2677 0.15 0.33 -0.83
H -3.1643 0.4069 1.5215 0.72 -0.02 -0.14
H -2.1715 1.5850 2.4327 -0.08 -1.11 -0.27
```
Forces are in eV/Å.

=====

- Look up the 2S+1 of the third one.
  4

=====

- Look up the 2S+1 of the second one.
  1

=====

- Number 3 is which compound?
  C31H46N4P2ReSi